{
  "formula": "C7H5NO3",
  "method": "ωB97M-V/def2-TZVPD",
  "homo_ev": -9.55,
  "energy_ha": -550.0346,
  "e_lumo_ha": -0.0352,
  "relative_energy_ev": 5.777,
  "molar_mass_g_mol": 151.1,
  "smiles": "O=c1cccccc1[N+](=O)[O-]",
  "symbols": ["O", "C", "C", "C", "C", "C", "C", "C", "N", "O", "O", "H", "H", "H", "H", "H"],
  "positions_angstrom": [[-1.62, 1.68, -1.00], [-0.79, 1.06, -0.35], [0.47, 1.71, -0.07], [1.67, 1.10, 0.16], [2.01, -0.30, -0.14], [1.15, -1.37, -0.01], [-0.23, -1.41, 0.19], [-1.04, -0.34, 0.15], [-2.53, -0.45, 0.18], [-3.14, -0.10, 1.20], [-3.01, -1.11, -0.73], [0.43, 2.77, -0.04], [2.50, 1.72, 0.44], [2.99, -0.46, -0.32], [1.75, -2.16, -0.27], [-0.62, -2.35, 0.59]],
  "nbo_charge": [-0.517, 0.456, -0.228, -0.164, -0.148, -0.212, -0.176, 0.040, 0.510, -0.355, -0.336, 0.236, 0.217, 0.206, 0.225, 0.247]
}

---

{
  "formula": "C7H5NS2",
  "method": "ωB97M-V/def2-TZVPD",
  "homo_ev": -8.03,
  "energy_ha": -1120.7118,
  "e_lumo_ha": -0.0145,
  "relative_energy_ev": 3.107,
  "molar_mass_g_mol": 167.3,
  "symbols": ["C", "C", "C", "C", "C", "C", "C", "N", "S", "S", "H", "H", "H", "H", "H"],
  "positions_angstrom": [[-1.30, -1.30, -1.48], [-0.53, -0.21, -1.79], [-1.40, -1.66, -0.14], [-0.71, -1.08, 0.92], [0.46, 0.46, 0.31], [1.83, 2.42, 0.82], [1.24, 1.26, 1.17], [0.18, 0.58, -0.91], [-2.08, -3.10, 0.65], [-1.02, -2.17, 2.23], [-1.71, -1.77, -2.38], [-0.38, 0.13, -2.88], [2.44, 2.87, 1.47], [1.70, 2.76, -0.13], [1.27, 0.81, 2.13]],
  "nbo_charge": [-0.232, -0.016, -0.300, -0.269, 0.395, -0.277, -0.298, -0.444, 0.169, 0.210, 0.241, 0.203, 0.196, 0.202, 0.220]
}

---

{
  "formula": "C7H6",
  "method": "ωB97M-V/def2-TZVPD",
  "homo_ev": [-7.54, -7.64],
  "energy_ha": -270.0578,
  "e_lumo_ha": [0.0063, 0.0144],
  "relative_energy_ev": 4.851,
  "molar_mass_g_mol": 90.1,
  "symbols": ["C", "C", "C", "C", "C", "C", "C", "H", "H", "H", "H", "H", "H"],
  "positions_angstrom": [[0.30, -1.37, 0.01], [-1.08, -0.74, -0.08], [0.74, 1.01, 0.03], [1.25, -0.42, -0.10], [-1.32, 0.11, -1.22], [-1.36, 0.21, 1.12], [-0.78, 0.82, -0.08], [0.36, -2.37, 0.18], [0.85, 1.44, 1.00], [1.35, 1.62, -0.70], [2.26, -0.52, 0.05], [-1.82, 0.15, -2.13], [-0.75, 0.06, 1.91]],
  "nbo_charge": [-0.190, -0.032, -0.451, -0.174, -0.213, -0.200, -0.012, 0.217, 0.222, 0.228, 0.211, 0.237, 0.157]
}

---

{
  "formula": "C7H6",
  "method": "ωB97M-V/def2-TZVPD",
  "homo_ev": [-4.70, -8.51],
  "spin_multiplicity": 3,
  "energy_ha": -269.9806,
  "e_lumo_ha": [0.0229, -0.0486],
  "relative_energy_ev": 2.303,
  "molar_mass_g_mol": 90.1,
  "symbols": ["C", "C", "C", "C", "C", "C", "C", "H", "H", "H", "H", "H", "H"],
  "positions_angstrom": [[-0.72, -1.22, -0.05], [0.56, -1.56, -0.13], [-2.12, -0.98, -0.13], [1.58, -0.82, -0.04], [-1.23, 0.08, -0.09], [2.90, -0.63, 0.02], [-1.25, 1.61, -0.05], [-3.07, -1.31, 0.09], [3.69, -1.33, 0.32], [3.35, 0.31, 0.29], [-0.34, 2.03, -0.65], [-1.20, 1.91, 0.95], [-2.16, 1.91, -0.52]],
  "mulliken_charge": [0.582, -0.868, -0.724, 0.521, 0.461, -0.901, -0.917, 0.380, 0.311, 0.254, 0.258, 0.291, 0.353]
}

---

{
  "formula": "C7H6",
  "method": "ωB97M-V/def2-TZVPD",
  "homo_ev": [-6.04, -9.54],
  "spin_multiplicity": 3,
  "energy_ha": -269.9276,
  "e_lumo_ha": [0.0012, -0.0954],
  "relative_energy_ev": 3.745,
  "molar_mass_g_mol": 90.1,
  "symbols": ["C", "C", "C", "C", "C", "C", "C", "H", "H", "H", "H", "H", "H"],
  "positions_angstrom": [[-1.86, -0.18, 0.84], [-3.03, -0.58, 0.50], [-1.18, -0.51, -0.66], [2.09, -0.37, -0.32], [-0.58, 0.63, 1.21], [1.23, 0.68, -0.37], [-0.19, 0.58, -0.09], [-0.90, -1.56, -0.83], [-1.75, -0.18, -1.54], [1.71, -1.25, -0.01], [3.20, -0.27, -0.43], [-0.24, 1.18, 2.02], [1.51, 1.84, -0.32]],
  "nbo_charge": [-0.108, -0.010, -0.473, -0.366, -0.199, -0.231, 0.081, 0.228, 0.223, 0.190, 0.216, 0.230, 0.220]
}

---

{
  "formula": "C7H6BBr2KO2",
  "method": "ωB97M-V/def2-TZVPD",
  "homo_ev": -6.48,
  "energy_ha": -6193.6550,
  "e_lumo_ha": -0.0144,
  "molar_mass_g_mol": 331.8,
  "symbols": ["K", "Br", "C", "Br", "H", "H", "O", "B", "O", "C", "C", "C", "C", "C", "C", "H", "H", "H", "H"],
  "positions_angstrom": [[-0.02, -0.06, -0.72], [2.95, -0.10, 0.66], [2.48, 0.02, 2.52], [0.59, 0.10, 2.72], [2.93, 0.93, 2.92], [2.87, -0.86, 3.02], [-3.62, 1.13, -0.08], [-2.76, 0.04, -0.49], [-3.66, -1.09, -0.62], [-4.93, -0.66, -0.36], [-6.10, -1.38, -0.36], [-7.27, -0.70, -0.01], [-7.24, 0.66, 0.31], [-6.04, 1.37, 0.31], [-4.90, 0.68, -0.03], [-6.11, -2.43, -0.61], [-8.21, -1.23, 0.00], [-8.16, 1.16, 0.58], [-6.00, 2.43, 0.57]],
  "nbo_charge": [0.780, 0.015, -0.539, 0.082, 0.236, 0.236, -0.720, 0.270, -0.707, 0.220, -0.259, -0.232, -0.232, -0.279, 0.284, 0.216, 0.207, 0.206, 0.215]
}

---

{
  "formula": "C7H6Br2FNO3",
  "method": "ωB97M-V/def2-TZVPD",
  "homo_ev": -9.42,
  "energy_ha": -5798.5046,
  "e_lumo_ha": -0.0180,
  "relative_energy_ev": 2.345,
  "molar_mass_g_mol": 330.9,
  "smiles": "COC1=C(Br)CC(F)=C[C@@]1(Br)[N+](=O)[O-]",
  "symbols": ["C", "O", "C", "C", "Br", "C", "C", "F", "C", "C", "Br", "N", "O", "O", "H", "H", "H", "H", "H", "H"],
  "positions_angstrom": [[-0.09, 2.84, -0.64], [0.35, 1.60, -1.22], [0.35, 0.48, -0.56], [1.47, -0.13, -0.16], [3.25, 0.26, -0.63], [1.41, -1.61, 0.51], [0.25, -2.33, 0.03], [0.37, -3.69, 0.01], [-0.90, -1.74, -0.28], [-1.11, -0.27, -0.17], [-2.55, 0.35, -1.34], [-1.35, 0.13, 1.23], [-1.32, -0.75, 2.04], [-1.45, 1.31, 1.46], [0.14, 3.63, -1.21], [0.18, 2.87, 0.40], [-1.27, 2.94, -0.48], [1.47, -1.38, 1.57], [2.39, -2.23, 0.29], [-1.59, -2.30, -0.87]],
  "nbo_charge": [-0.237, -0.507, 0.294, -0.132, 0.104, -0.528, 0.469, -0.320, -0.350, -0.045, 0.118, 0.501, -0.340, -0.375, 0.192, 0.196, 0.184, 0.262, 0.265, 0.249]
}

---

{
  "formula": "C7H6Br3N2",
  "method": "ωB97M-V/def2-TZVPD",
  "homo_ev": [-12.35, -12.35],
  "energy_ha": -8101.4190,
  "e_lumo_ha": [-0.1784, -0.1784],
  "relative_energy_ev": 0.974,
  "total_charge": 1,
  "molar_mass_g_mol": 357.9,
  "symbols": ["C", "C", "C", "C", "C", "C", "C", "N", "N", "Br", "Br", "Br", "H", "H", "H", "H", "H", "H"],
  "positions_angstrom": [[0.77, 3.09, 0.98], [0.42, 2.66, -0.08], [-1.74, 0.41, -0.61], [-1.66, -0.96, -0.18], [0.56, -0.65, -0.69], [-0.06, -2.78, 0.15], [-0.03, 2.09, -1.35], [-0.65, 0.82, -1.27], [-0.36, -1.44, -0.25], [-3.40, 1.27, -0.45], [-3.13, -2.08, 0.00], [2.31, -0.29, -0.57], [1.19, 3.45, 1.99], [-0.73, -3.46, -0.34], [0.96, -2.93, -0.16], [-0.17, -3.06, 1.29], [0.86, 1.97, -1.94], [-0.58, 2.92, -2.02]],
  "nbo_charge": [-0.175, -0.086, 0.129, -0.082, 0.284, -0.430, -0.336, -0.334, -0.351, 0.228, 0.199, 0.375, 0.281, 0.258, 0.232, 0.268, 0.254, 0.285]
}

---

{
  "formula": "C7H6ClIO2S",
  "method": "ωB97M-V/def2-TZVPD",
  "homo_ev": -8.66,
  "energy_ha": -1576.7094,
  "e_lumo_ha": -0.0289,
  "relative_energy_ev": 3.478,
  "molar_mass_g_mol": 316.5,
  "symbols": ["C", "C", "C", "C", "C", "C", "C", "O", "O", "S", "Cl", "I", "H", "H", "H", "H", "H", "H"],
  "positions_angstrom": [[-2.36, 1.27, 0.52], [-1.67, 1.45, -0.75], [-2.13, 0.21, 1.42], [-0.80, 0.35, -1.12], [-1.35, -0.77, 0.92], [-0.64, -0.67, -0.17], [2.88, -0.20, -1.44], [1.58, -0.03, 1.07], [2.96, -1.97, 0.81], [2.36, -0.84, 0.20], [0.36, -1.94, -0.73], [4.25, 1.17, -0.36], [-3.02, 2.03, 0.92], [-1.83, 2.39, -1.27], [-2.74, -0.07, 2.26], [-0.38, 0.17, -2.11], [-1.09, -1.59, 1.60], [3.62, -0.96, -1.75]],
  "nbo_charge": [-0.183, -0.204, -0.201, -0.193, -0.228, -0.056, -0.776, -0.864, -0.860, 2.025, 0.115, 0.084, 0.213, 0.235, 0.229, 0.242, 0.226, 0.195]
}

---

{
  "formula": "C7H6F3Ru",
  "method": "ωB97M-V/def2-TZVPD",
  "homo_ev": [-22.35, -23.55],
  "spin_multiplicity": 5,
  "energy_ha": -663.3809,
  "e_lumo_ha": [-0.5264, -0.5590],
  "total_charge": 3,
  "molar_mass_g_mol": 248.2,
  "symbols": ["Ru", "C", "C", "C", "C", "C", "C", "H", "H", "H", "H", "H", "H", "F", "C", "F", "F"],
  "positions_angstrom": [[0.41, 0.47, 0.08], [0.41, -1.88, -0.15], [-0.27, -1.60, 1.07], [-1.52, -0.96, 1.05], [-2.07, -0.53, -0.17], [-1.41, -0.81, -1.38], [-0.18, -1.49, -1.38], [1.37, -2.39, -0.14], [0.19, -1.89, 2.01], [-2.04, -0.77, 1.99], [-3.02, 0.00, -0.18], [-1.85, -0.51, -2.33], [0.34, -1.68, -2.31], [3.39, 3.31, -0.28], [2.43, 3.52, 0.46], [2.59, 3.73, 1.66], [1.26, 3.47, -0.01]],
  "mulliken_charge": [1.053, -0.377, -0.609, 0.048, -0.412, -0.027, -0.323, 0.436, 0.447, 0.428, 0.457, 0.446, 0.428, 0.086, 0.852, 0.089, -0.022]
}

---

Copy entry 8 word for word.
{
  "formula": "C7H6Br3N2",
  "method": "ωB97M-V/def2-TZVPD",
  "homo_ev": [-12.35, -12.35],
  "energy_ha": -8101.4190,
  "e_lumo_ha": [-0.1784, -0.1784],
  "relative_energy_ev": 0.974,
  "total_charge": 1,
  "molar_mass_g_mol": 357.9,
  "symbols": ["C", "C", "C", "C", "C", "C", "C", "N", "N", "Br", "Br", "Br", "H", "H", "H", "H", "H", "H"],
  "positions_angstrom": [[0.77, 3.09, 0.98], [0.42, 2.66, -0.08], [-1.74, 0.41, -0.61], [-1.66, -0.96, -0.18], [0.56, -0.65, -0.69], [-0.06, -2.78, 0.15], [-0.03, 2.09, -1.35], [-0.65, 0.82, -1.27], [-0.36, -1.44, -0.25], [-3.40, 1.27, -0.45], [-3.13, -2.08, 0.00], [2.31, -0.29, -0.57], [1.19, 3.45, 1.99], [-0.73, -3.46, -0.34], [0.96, -2.93, -0.16], [-0.17, -3.06, 1.29], [0.86, 1.97, -1.94], [-0.58, 2.92, -2.02]],
  "nbo_charge": [-0.175, -0.086, 0.129, -0.082, 0.284, -0.430, -0.336, -0.334, -0.351, 0.228, 0.199, 0.375, 0.281, 0.258, 0.232, 0.268, 0.254, 0.285]
}

---

Number 1 is which compound? C7H5NO3